Version w
Formula: C4H4O2S
Source: the Open Molecules 2025 dataset
Level of theory: ωB97M-V/def2-TZVPD

Its gap between HOMO and LUMO (spin up / spin down) is 0.25542 / 0.25571 Ha. As for the LUMO energy (spin up / spin down): -0.77 / -0.77 eV.

Structure (ORCA input):
```
! RIJCOSX wB97M-V def2-TZVPD def2/J DEFGRID3
* xyz 0 1
C 1.34 0.62 -0.50
C -0.46 -0.44 0.03
C 0.05 2.08 0.82
C -0.58 -1.82 -0.24
O -0.20 3.10 1.35
O 0.95 1.80 -0.06
S -0.85 0.47 1.35
H 1.40 0.54 -1.62
H -0.71 -1.81 -1.28
H -1.41 -2.31 0.37
H 0.45 -2.23 -0.22
*
```

---

Version x
Formula: C4H4O2S
Source: the Open Molecules 2025 dataset
Level of theory: ωB97M-V/def2-TZVPD

Its gap between HOMO and LUMO (spin up / spin down) is 0.29809 / 0.27943 Ha. As for the LUMO energy (spin up / spin down): -1.30 / -1.77 eV.

Structure (ORCA input):
```
! RIJCOSX wB97M-V def2-TZVPD def2/J DEFGRID3
* xyz 0 1
C 0.42 -0.96 -0.14
C -0.23 -0.03 0.65
C 0.25 -0.04 -1.37
C -0.47 1.05 -0.37
O 0.92 -2.04 -0.04
O -0.17 -1.29 3.28
S -0.22 0.04 2.75
H 1.27 0.42 -1.87
H -0.39 -0.44 -2.23
H -1.47 1.41 -0.60
H 0.10 1.88 -0.07
*
```

---

version x is the most stable structure; the next one sits 22.3 kcal/mol above it.

---

Version w
Formula: C4H4O2S
Source: the Open Molecules 2025 dataset
Level of theory: ωB97M-V/def2-TZVPD

Its gap between HOMO and LUMO is 0.32885 Ha. As for the LUMO energy: -0.82 eV.

Structure (ORCA input):
```
! RIJCOSX wB97M-V def2-TZVPD def2/J DEFGRID3
* xyz 0 1
C 2.17 1.08 -0.22
C 1.04 0.73 0.04
C -0.96 -0.71 -0.27
C 0.01 -0.20 0.56
O 2.80 -1.65 1.62
O 2.39 0.34 2.86
S 3.18 -0.26 1.84
H 3.13 1.62 -0.38
H -1.64 -1.57 -0.04
H -1.10 -0.35 -1.35
H 0.29 -0.34 1.54
*
```

---

Version x
Formula: C4H4O2S
Source: the Open Molecules 2025 dataset
Level of theory: ωB97M-V/def2-TZVPD

Its gap between HOMO and LUMO is 0.34491 Ha. As for the SMILES: CC=C=O.O=C=S. As for the LUMO energy: 0.61 eV.

Structure (ORCA input):
```
! RIJCOSX wB97M-V def2-TZVPD def2/J DEFGRID3
* xyz 0 1
C -0.79 -1.35 1.88
C -0.26 -0.92 0.53
C -0.81 -1.33 -0.55
O -1.36 -1.63 -1.52
H -1.61 -1.88 2.10
H -0.80 -0.32 2.30
H 0.01 -1.89 2.45
H 0.53 -0.19 0.70
O -4.02 -0.09 1.67
C -3.83 0.39 0.64
S -3.66 0.88 -0.79
*
```

---

version x is the most stable structure; the next one sits 56.4 kcal/mol above it.

---

Version w
Formula: C4H10NO2
Source: the Open Molecules 2025 dataset
Level of theory: ωB97M-V/def2-TZVPD

Its gap between HOMO and LUMO is 0.24954 Ha. As for the SMILES: C[C@@H](O)[C@H](N)C[O-]. As for the LUMO energy: 4.04 eV.

Structure (ORCA input):
```
! RIJCOSX wB97M-V def2-TZVPD def2/J DEFGRID3
* xyz -1 1
C 1.27 -1.56 0.29
C 0.09 -1.14 -0.57
O -1.10 -1.81 -0.12
C -0.21 0.35 -0.58
N 0.97 1.16 -0.91
C -0.68 0.89 0.86
O -0.35 2.19 1.06
H 1.42 -2.63 0.35
H 2.10 -0.86 0.18
H 1.01 -1.38 1.35
H 0.31 -1.57 -1.56
H -1.76 -1.24 0.29
H -1.00 0.55 -1.32
H 0.89 1.95 -0.25
H 0.92 1.51 -1.85
H -1.79 0.80 0.85
H -0.21 0.26 1.65
*
```

---

Version x
Formula: C4H10NO2
Source: the Open Molecules 2025 dataset
Level of theory: ωB97M-V/def2-TZVPD

Its gap between HOMO and LUMO is 0.31575 Ha. As for the LUMO energy: 4.37 eV.

Structure (ORCA input):
```
! RIJCOSX wB97M-V def2-TZVPD def2/J DEFGRID3
* xyz -1 1
C -0.09 1.74 -0.68
C 0.61 0.69 -1.51
C -0.35 -0.54 -1.74
H -0.92 2.19 -1.23
H 0.66 2.53 -0.49
H -0.43 1.38 0.30
H 1.52 0.43 -0.99
H 0.87 1.20 -2.46
H 0.03 -1.34 -2.42
H -0.59 -0.95 -0.75
H -1.27 -0.15 -2.19
N 0.15 -1.31 3.10
C -0.05 -0.86 1.77
O 0.94 -0.91 1.01
O -1.28 -0.58 1.54
H -0.71 -1.56 3.51
H 0.92 -1.97 3.23
*
```

---

version x is the most stable structure; the next one sits 58.9 kcal/mol above it.